Here is C8H13N3O5Sn as an isolated structure from OMol25. Energies are from ωB97M-V/def2-TZVPD.

Calculated values
- HOMO level (eV) = -14.37
- net charge = +2
- multiplicity = 1
- DFT total energy (Ha) = -1066.70995
- energy relative to the best compared isomer or geometry (same formula, charge and spin) (kcal/mol) = 81.4
- Kohn-Sham gap (eV) = 4.151

Last column: Mulliken charge in e.
Element x y z (Å)
1 Sn 1.05 2.28 1.43  1.320
2 O -1.95 -0.43 -1.63  -0.486
3 C -1.12 -0.05 -2.43  0.532
4 O 0.14 -2.12 -0.69  -0.527
5 C 0.52 -1.85 -1.81  0.401
6 O 1.53 -2.54 -2.48  -0.349
7 N 0.03 -0.85 -2.71  0.186
8 C 1.27 -2.35 -3.92  -0.355
9 C 0.36 -1.16 -4.08  -0.515
10 H 0.75 -3.25 -4.31  0.251
11 H 2.22 -2.20 -4.45  0.317
12 H -0.56 -1.38 -4.62  0.346
13 H 0.87 -0.31 -4.52  0.303
14 C -1.11 1.18 -3.28  -0.054
15 C -1.68 2.35 -2.94  -0.673
16 H -0.52 1.12 -4.22  0.198
17 H -1.78 2.70 -1.90  0.178
18 H -1.95 3.04 -3.74  0.268
19 C -1.24 -0.36 5.27  -0.842
20 O -1.11 -0.26 3.83  -0.219
21 C -0.09 0.42 3.36  0.898
22 O 0.00 0.63 2.09  -0.520
23 N 0.80 0.94 4.21  -0.014
24 N 1.92 1.58 3.58  -0.712
25 H -0.43 -0.96 5.71  0.413
26 H -2.20 -0.85 5.44  0.251
27 H -1.27 0.64 5.75  0.424
28 H 0.72 0.62 5.19  0.252
29 H 2.12 2.43 4.16  0.388
30 H 2.73 0.99 3.74  0.341